1.
{
  "formula": "C4H5NO",
  "method": "ωB97M-V/def2-TZVPD",
  "homo_energy_ev": -9.47,
  "charge": 0,
  "e_lumo_ev": -0.551,
  "orbital_gap_ha": 0.328,
  "species": ["O", "C", "C", "N", "C", "C", "H", "H", "H", "H", "H"],
  "coordinates": [[-1.863, 1.112, 1.209], [-0.900, 0.508, 0.727], [-0.835, -0.454, -0.431], [0.480, -1.068, -0.334], [1.424, -0.445, -0.912], [0.197, 1.090, 1.378], [-1.615, -1.212, -0.327], [-1.012, 0.107, -1.364], [1.269, 0.449, -1.539], [2.447, -0.810, -0.798], [0.408, 0.725, 2.391]],
  "atomic_forces_ev_per_a": [[0.2, -0.2, -0.1], [0.1, 0.1, 0.1], [-0.2, 0.0, 0.1], [0.5, 0.3, -0.4], [-0.2, -0.2, 0.1], [-0.2, 0.0, 0.0], [0.0, 0.1, 0.0], [0.1, -0.1, 0.2], [0.0, -0.2, 0.2], [-0.2, 0.0, -0.1], [-0.1, 0.0, -0.2]]
}

---

2.
{
  "formula": "C4H5NO",
  "method": "ωB97M-V/def2-TZVPD",
  "homo_energy_ev": -9.42,
  "charge": 0,
  "e_lumo_ev": 0.320,
  "orbital_gap_ha": 0.358,
  "species": ["C", "C", "C", "N", "C", "O", "H", "H", "H", "H", "H"],
  "coordinates": [[-1.768, -0.265, 0.004], [-0.155, -0.320, -0.114], [-0.123, 1.024, 0.012], [2.366, 1.108, 0.181], [2.738, 0.081, -0.194], [0.433, -1.345, -0.388], [-1.984, -1.020, 0.764], [-2.262, 0.672, 0.274], [-2.133, -0.572, -0.977], [-0.184, 1.513, 0.981], [3.072, -0.874, -0.544]],
  "atomic_forces_ev_per_a": [[-0.3, 0.0, 0.0], [0.3, 0.0, -0.1], [0.0, -0.3, 0.0], [0.4, -1.0, -0.4], [-0.3, 0.9, 0.3], [-0.3, 0.4, 0.1], [0.1, 0.1, -0.1], [0.1, -0.1, 0.0], [0.1, 0.1, 0.1], [0.0, -0.1, -0.1], [-0.1, 0.1, 0.0]]
}

---

3.
{
  "formula": "C4H5NO",
  "method": "ωB97M-V/def2-TZVPD",
  "homo_energy_ev": [-9.22, -9.22],
  "charge": 0,
  "e_lumo_ev": [-0.188, -0.188],
  "smiles": "C=C=C=N.C=O",
  "orbital_gap_ha": [0.332, 0.332],
  "species": ["C", "C", "C", "C", "N", "O", "H", "H", "H", "H", "H"],
  "coordinates": [[-0.885, -0.266, -0.244], [-1.478, 0.834, -0.057], [-0.714, -1.587, -0.480], [2.067, 0.206, 0.355], [-1.540, 2.060, -0.039], [2.320, -0.511, -0.574], [0.258, -2.026, -0.699], [-1.584, -2.143, -0.272], [2.276, 1.259, 0.440], [1.784, -0.100, 1.388], [-2.505, 2.273, 0.182]],
  "atomic_forces_ev_per_a": [[0.9, -4.1, -0.8], [1.3, 0.7, -0.3], [0.3, 3.0, 0.9], [0.8, -0.4, 1.3], [-1.0, 0.6, 0.4], [-0.4, 0.2, 0.2], [-0.3, 0.1, -0.1], [-0.7, -1.2, -0.1], [0.1, 1.1, -1.0], [-0.5, -0.9, -0.5], [-0.5, 0.9, 0.1]]
}

---

4.
{
  "formula": "C4H5NO",
  "method": "ωB97M-V/def2-TZVPD",
  "homo_energy_ev": -9.13,
  "charge": 0,
  "e_lumo_ev": 0.305,
  "orbital_gap_ha": 0.347,
  "species": ["C", "C", "C", "C", "N", "O", "H", "H", "H", "H", "H"],
  "coordinates": [[-1.652, -0.408, 0.152], [-0.124, 0.904, 0.564], [0.961, 1.079, -0.259], [1.656, -0.158, -0.318], [1.073, -1.132, 0.327], [-0.041, -0.485, 0.908], [-2.286, -0.181, 0.999], [-1.834, 0.218, -0.713], [-1.598, -1.467, -0.098], [1.249, 1.999, -0.749], [2.597, -0.368, -0.813]],
  "atomic_forces_ev_per_a": [[-0.3, -0.2, -0.1], [0.4, 0.0, -0.1], [-0.1, 0.0, 0.1], [0.0, -0.1, 0.0], [0.2, 0.3, -0.2], [-0.2, 0.1, 0.1], [0.1, 0.0, -0.1], [0.1, 0.0, 0.1], [0.1, 0.2, 0.1], [0.0, -0.2, 0.1], [-0.1, 0.0, 0.1]]
}

---

5.
{
  "formula": "C4H5NO",
  "method": "ωB97M-V/def2-TZVPD",
  "homo_energy_ev": -9.32,
  "charge": 0,
  "e_lumo_ev": 0.914,
  "smiles": "C#C/C(C)=N/O",
  "orbital_gap_ha": 0.376,
  "species": ["C", "C", "N", "O", "C", "C", "H", "H", "H", "H", "H"],
  "coordinates": [[-0.777, -0.924, 0.125], [0.081, 0.264, -0.219], [-0.335, 1.466, -0.366], [-1.701, 1.530, -0.169], [1.495, 0.020, -0.213], [2.588, -0.398, 0.074], [-1.391, -1.221, -0.730], [-0.140, -1.762, 0.415], [-1.446, -0.665, 0.949], [-1.891, 2.469, -0.295], [3.517, -0.779, 0.428]],
  "atomic_forces_ev_per_a": [[-0.1, 0.0, 0.0], [-0.1, 0.2, 0.1], [0.4, -0.5, 0.0], [-0.3, 0.2, -0.2], [0.5, -0.2, 0.3], [-0.4, 0.2, 0.0], [0.0, 0.1, 0.1], [-0.2, 0.1, -0.1], [0.0, 0.0, -0.1], [0.0, -0.2, 0.0], [0.1, 0.1, -0.3]]
}

---

6.
{
  "formula": "C4H5NO",
  "method": "ωB97M-V/def2-TZVPD",
  "homo_energy_ev": -10.79,
  "charge": 0,
  "e_lumo_ev": 0.261,
  "smiles": "CCC(=O)C#N",
  "orbital_gap_ha": 0.406,
  "species": ["C", "C", "O", "C", "C", "N", "H", "H", "H", "H", "H"],
  "coordinates": [[0.438, 0.440, 1.069], [-0.706, -0.603, -0.494], [-1.685, -1.130, -0.020], [-0.461, 0.830, -0.411], [0.412, -1.359, -1.064], [1.191, -1.964, -1.654], [-0.183, 0.506, 1.952], [1.224, 1.167, 1.043], [0.995, -0.543, 1.211], [0.250, 1.357, -1.060], [-1.475, 1.297, -0.572]],
  "atomic_forces_ev_per_a": [[-0.3, 0.9, -0.5], [-0.5, -0.4, -0.5], [0.3, -0.2, -0.5], [0.6, -0.4, 1.2], [0.0, -1.0, -0.7], [0.1, 0.1, 0.2], [-0.3, 0.4, -0.1], [0.3, 0.6, 0.4], [-1.1, 0.9, -1.2], [-0.1, -0.8, 0.1], [1.1, 0.1, 1.6]]
}

---

Record order is preserved below.
Relative energy (zero: lowest compared OMol25 entry of this formula, charge and spin): 112.35, 101.88, 95.09, 145.61, 81.75, 54.47 kcal/mol